Computed, not measured: C20H20BrClF2N2O in the gas phase, with the ωB97M-V functional and the def2-TZVPD basis.

Properties
Gap between HOMO and LUMO, eV: 9.619
SMILES: Cc1ccc(F)cc1CN[C@@H]1C[C@@H](F)CN(C(=O)c2ccc(Br)c(Cl)c2)C1
Relative energy (zero: lowest compared OMol25 entry of this formula, charge and spin), kJ/mol: 2.9
Energy, eV: -114093.2900

```
47
Properties=species:S:1:pos:R:3:nbo_charge:R:1
C 0.526 -4.859 0.669 -0.64
C 1.098 -3.837 1.613 -0.02
C 0.884 -3.951 2.982 -0.19
C 1.403 -3.036 3.889 -0.28
C 2.161 -1.998 3.394 0.39
F 2.687 -1.100 4.253 -0.33
C 2.396 -1.843 2.043 -0.28
C 1.856 -2.755 1.144 -0.01
C 2.073 -2.538 -0.334 -0.24
N 0.841 -2.184 -1.042 -0.62
C 0.324 -0.850 -0.749 -0.07
C -0.690 -0.880 0.401 -0.45
C -1.362 0.463 0.600 0.20
F -0.405 1.381 1.067 -0.38
C -1.937 1.022 -0.688 -0.25
N -0.930 1.011 -1.734 -0.44
C -0.206 2.110 -2.103 0.68
O 0.830 2.035 -2.736 -0.60
C -0.775 3.451 -1.726 -0.14
C -1.788 4.021 -2.487 -0.19
C -2.257 5.286 -2.178 -0.22
C -1.721 5.986 -1.106 -0.12
Br -2.396 7.702 -0.719 0.09
C -0.705 5.416 -0.347 -0.07
Cl -0.007 6.246 0.997 0.03
C -0.231 4.150 -0.662 -0.15
C -0.365 -0.303 -1.998 -0.22
H 1.314 -5.347 0.090 0.21
H -0.009 -5.631 1.219 0.21
H -0.154 -4.396 -0.047 0.24
H 0.296 -4.782 3.354 0.21
H 1.235 -3.127 4.953 0.23
H 2.984 -1.002 1.698 0.23
H 2.846 -1.767 -0.458 0.18
H 2.454 -3.456 -0.787 0.21
H 1.020 -2.259 -2.037 0.36
H 1.136 -0.155 -0.493 0.19
H -1.460 -1.620 0.160 0.22
H -0.224 -1.190 1.335 0.24
H -2.136 0.408 1.368 0.18
H -2.781 0.394 -0.994 0.20
H -2.304 2.033 -0.530 0.24
H -2.208 3.480 -3.325 0.23
H -3.041 5.741 -2.767 0.23
H 0.556 3.715 -0.063 0.24
H 0.345 -0.204 -2.817 0.24
H -1.169 -0.982 -2.298 0.19
```

=====

Computed, not measured: a molecular structure, C20H20Cl2GaGeS in a non-equilibrium geometry, with the ωB97M-V functional and the def2-TZVPD basis.

Properties
Gap between HOMO and LUMO, eV: 5.517
Net charge: -1
Relative energy (zero: lowest compared OMol25 entry of this formula, charge and spin), kJ/mol: 119.9
Energy, eV: -165835.6146

```
45
Properties=species:S:1:pos:R:3:nbo_charge:R:1
Ga -0.235 0.688 0.999 1.30
Cl 1.107 -1.640 0.368 0.10
C 1.889 -1.865 1.921 -0.04
C 2.758 -2.930 2.217 -0.24
C 3.398 -3.099 3.423 -0.23
C 3.323 -2.180 4.420 -0.23
C 2.485 -1.083 4.161 -0.05
Cl 2.400 0.178 5.363 0.00
C 1.603 -1.031 3.054 -0.14
S 0.199 0.154 3.168 -0.27
H 2.955 -3.640 1.444 0.22
H 4.090 -4.004 3.599 0.21
H 3.721 -2.289 5.461 0.23
C -3.382 -3.947 -0.354 -0.22
C -2.475 -3.630 0.675 -0.24
C -1.977 -2.342 0.767 -0.17
C -2.270 -1.309 -0.105 -0.10
C -1.804 0.085 -0.076 -0.39
C -2.279 1.008 -0.978 -0.26
C -3.159 0.599 -2.007 -0.20
C -3.667 -0.715 -2.047 -0.22
C -3.103 -1.709 -1.281 -0.04
C -3.538 -3.097 -1.420 -0.20
H -3.929 -4.901 -0.294 0.20
H -2.257 -4.334 1.522 0.21
H -1.168 -2.147 1.524 0.22
H -1.959 2.036 -0.830 0.24
H -3.374 1.260 -2.823 0.21
H -4.351 -0.999 -2.848 0.19
H -4.126 -3.348 -2.264 0.20
C -0.122 2.705 -3.025 -1.11
Ge 1.056 2.932 -1.447 1.66
C 1.133 4.906 -1.209 -1.09
C 2.927 2.734 -2.143 -1.09
C 0.829 2.087 0.209 -1.77
H -0.883 3.512 -3.055 0.22
H -0.645 1.729 -3.046 0.22
H 0.604 2.859 -3.869 0.22
H 1.356 5.462 -2.113 0.20
H 1.992 5.172 -0.562 0.22
H 0.180 5.274 -0.794 0.21
H 3.703 2.918 -1.353 0.22
H 3.192 3.380 -2.981 0.20
H 3.073 1.682 -2.393 0.21
H 0.729 2.882 1.020 0.23
```

=====

Computed, not measured: a molecular structure, C20H20ClN5OPZr in a non-equilibrium geometry, with the ωB97M-V functional and the def2-TZVPD basis.

Properties
Gap between HOMO and LUMO (spin up / spin down), eV: 4.185 / 4.202
Net charge: +3
Energy, eV: -53620.5563

```
49
Properties=species:S:1:pos:R:3:nbo_charge:R:1
Zr -0.118 -1.234 0.723 1.82
Cl -0.600 -3.562 0.024 -0.31
C 1.631 -0.837 -0.286 0.35
O 2.657 -0.474 -0.654 -0.30
P -0.161 -0.081 -2.209 1.05
C 0.508 1.540 -2.865 -0.27
C 0.883 -1.357 -3.053 -0.32
C -1.824 -0.321 -2.958 -0.39
C 0.406 -2.661 -3.276 -0.21
C 1.232 -3.582 -3.924 -0.20
C 2.516 -3.184 -4.302 -0.11
C 3.021 -1.908 -4.032 -0.18
C 2.205 -1.015 -3.354 -0.24
H -0.595 -2.943 -2.942 0.24
H 0.842 -4.588 -4.114 0.26
H 3.170 -3.907 -4.775 0.26
H 4.027 -1.598 -4.318 0.26
H 2.612 -0.048 -3.069 0.24
C 1.499 2.280 -2.177 -0.25
C 1.953 3.486 -2.722 -0.18
C 1.493 3.888 -3.990 -0.13
C 0.568 3.122 -4.712 -0.18
C 0.039 1.973 -4.126 -0.21
H 1.929 1.962 -1.215 0.21
H 2.646 4.084 -2.122 0.25
H 1.855 4.824 -4.415 0.26
H 0.230 3.381 -5.724 0.26
H -0.710 1.388 -4.671 0.24
C -1.868 -0.709 -4.308 -0.21
C -3.087 -0.853 -4.967 -0.19
C -4.274 -0.648 -4.248 -0.06
C -4.243 -0.236 -2.906 -0.21
C -3.025 -0.060 -2.254 -0.18
H -0.943 -0.907 -4.851 0.24
H -3.075 -1.136 -6.020 0.26
H -5.237 -0.831 -4.726 0.25
H -5.163 -0.045 -2.336 0.26
H -3.022 0.271 -1.205 0.20
H 0.071 3.188 -0.212 -0.06
H -0.472 3.668 -0.203 0.06
N -1.219 -1.212 4.548 -0.51
N -0.658 -0.178 3.799 0.26
N 0.376 0.574 4.310 -0.09
C 1.145 0.784 3.241 0.23
N 0.763 0.124 2.150 -0.37
N -0.462 -0.499 2.557 -0.28
H -2.010 -1.564 4.029 0.41
H -1.427 -0.928 5.504 0.45
H 2.049 1.374 3.279 0.30
```

=====

Computed, not measured: C20H20ClN7 in the gas phase in a non-equilibrium geometry, with the ωB97M-V functional and the def2-TZVPD basis.

Properties
Gap between HOMO and LUMO, eV: 8.185
SMILES: CCn1ncc2c1CC[C@@H](Nc1nc3c(-c4cncc(Cl)c4)cccn3n1)C2
Energy, eV: -44016.9762

```
48
Properties=species:S:1:pos:R:3:nbo_charge:R:1
C -0.422 -3.203 5.675 -0.61
C -0.202 -1.960 4.829 -0.21
N 0.012 -2.286 3.444 -0.19
N 1.018 -3.153 3.075 -0.26
C 0.883 -3.276 1.771 -0.03
C -0.212 -2.468 1.269 -0.15
C -0.720 -1.846 2.350 0.15
C -1.899 -0.918 2.293 -0.44
C -2.144 -0.349 0.873 -0.40
C -2.079 -1.468 -0.172 -0.02
N -2.402 -0.893 -1.492 -0.61
C -1.668 0.033 -2.195 0.50
N -0.488 0.645 -1.801 -0.56
C -0.182 1.411 -2.820 0.36
C 0.904 2.424 -3.074 -0.06
C 1.930 2.767 -2.003 -0.08
C 2.510 4.039 -1.927 0.03
N 3.456 4.397 -1.036 -0.40
C 3.793 3.482 -0.124 0.03
C 3.201 2.198 -0.026 -0.08
Cl 3.713 1.140 1.264 0.02
C 2.305 1.814 -1.014 -0.18
C 0.959 2.995 -4.354 -0.16
C -0.032 2.624 -5.390 -0.28
C -1.020 1.695 -5.062 0.03
N -1.113 1.146 -3.776 -0.16
N -2.071 0.313 -3.371 -0.35
C -0.697 -2.221 -0.128 -0.42
H -1.260 -3.823 5.296 0.21
H -0.696 -2.895 6.684 0.21
H 0.491 -3.842 5.669 0.23
H 0.663 -1.407 5.187 0.20
H -1.057 -1.286 4.956 0.21
H 1.439 -4.002 1.134 0.21
H -2.784 -1.390 2.695 0.21
H -1.664 -0.045 2.943 0.22
H -1.375 0.414 0.678 0.23
H -3.172 0.085 0.813 0.21
H -2.809 -2.160 0.076 0.20
H -3.170 -1.252 -1.994 0.40
H 2.211 4.732 -2.697 0.19
H 4.576 3.684 0.606 0.20
H 1.934 0.770 -1.001 0.26
H 1.739 3.688 -4.636 0.22
H 0.024 3.094 -6.353 0.23
H -1.769 1.429 -5.814 0.23
H -0.778 -3.164 -0.627 0.21
H 0.126 -1.711 -0.695 0.23
```

=====

Computed, not measured: a molecular structure, C20H20FN2OPtS5Si, with the ωB97M-V functional and the def2-TZVPD basis.

Properties
Gap between HOMO and LUMO (spin up / spin down), eV: 5.878 / 5.650
Net charge: -1
Spin multiplicity: 5
Relative energy (zero: lowest compared OMol25 entry of this formula, charge and spin), kJ/mol: 46.8
Energy, eV: -94111.8390

```
51
Properties=species:S:1:pos:R:3:mulliken_spin:R:1
Pt -0.028 -0.958 1.212 1.30
S 5.319 -6.029 0.189 0.10
C 4.025 -5.041 0.406 0.02
S 3.117 -4.943 1.866 -0.02
C 1.966 -3.702 1.408 0.07
C 2.155 -3.199 0.103 0.15
S 1.249 -2.016 -0.654 0.46
S 3.476 -3.922 -0.783 -0.01
S 0.799 -3.210 2.485 0.49
C 2.248 3.222 0.834 0.01
Si 1.874 1.448 0.367 -0.04
C 2.953 0.468 1.515 0.02
C 2.313 1.191 -1.424 0.02
N 0.138 1.045 0.565 0.56
C -0.872 1.956 0.419 0.01
C -0.708 3.127 -0.368 0.12
C -1.709 4.051 -0.561 -0.06
C -2.951 3.867 0.044 0.14
C -3.168 2.733 0.815 -0.07
C -2.164 1.801 0.975 0.09
F -2.449 0.746 1.726 0.01
H 3.299 3.261 1.140 0.00
H 1.642 3.552 1.686 0.00
H 2.113 3.936 0.017 0.00
H 3.970 0.452 1.103 0.00
H 2.632 -0.562 1.668 0.00
H 2.980 0.948 2.499 0.00
H 3.239 0.618 -1.509 0.00
H 2.449 2.153 -1.932 0.00
H 1.534 0.631 -1.950 0.00
H 0.236 3.270 -0.871 0.01
H -1.522 4.916 -1.184 0.00
H -3.742 4.594 -0.085 0.01
H -4.113 2.544 1.306 0.00
O -0.289 1.720 4.511 0.03
C -0.134 0.712 3.869 0.06
N 0.021 -0.297 3.254 0.05
C -1.906 -1.975 0.586 0.41
C -2.126 -1.866 -0.867 -0.04
C -2.680 -0.705 -1.418 0.06
C -2.856 -0.564 -2.787 -0.04
C -2.480 -1.585 -3.655 0.07
C -1.925 -2.745 -3.125 -0.04
C -1.754 -2.883 -1.752 0.07
H -1.765 -2.986 0.955 -0.01
H -2.621 -1.417 1.184 -0.02
H -2.962 0.104 -0.749 0.01
H -3.284 0.351 -3.181 0.00
H -2.615 -1.476 -4.724 0.01
H -1.619 -3.548 -3.786 0.00
H -1.304 -3.785 -1.348 0.00
```